# 1
The following is a DFT calculation (ωB97M-V/def2-TZVPD) of 2 unconnected molecules or ions with the total composition C29H27BO4 in a non-equilibrium geometry.

XYZ file:
```
61
Properties=species:S:1:pos:R:3:forces:R:3:nbo_charge:R:1
C 0.575695 -1.280990 6.408705 0.1 0.5 1.0 -0.654
C 0.261966 -1.692468 5.058078 -0.5 -0.9 -2.2 0.290
C -0.760500 -2.513623 4.601590 0.9 0.9 0.9 -0.352
C -0.696193 -2.436832 3.204186 1.2 1.1 -1.1 -0.258
C 0.410193 -1.615550 2.806240 -0.7 -3.3 0.8 0.002
B 1.366226 -2.367675 1.549318 -2.8 1.8 6.1 0.931
O 2.750249 -2.006131 1.701103 -0.6 -0.4 -1.9 -0.699
C 3.395030 -2.732297 0.655649 0.8 -0.4 0.6 -0.069
C 2.338315 -3.209060 -0.385066 0.4 1.0 0.5 -0.208
C 2.914869 -3.766106 -1.657327 0.3 -0.3 0.1 -0.607
C 1.471908 -1.945719 -0.597280 -5.3 -3.5 0.4 0.377
O 0.593847 -1.766515 0.381118 3.4 -0.1 -3.3 -0.524
C 1.379401 -4.248305 0.306641 -0.4 0.3 0.7 -0.044
O 1.087285 -3.808030 1.624908 0.5 0.7 -1.9 -0.696
O 0.990906 -1.190440 3.997849 -0.9 -0.4 0.8 -0.423
H 0.139152 -2.007689 7.095374 0.1 0.1 0.1 0.223
H 1.645176 -1.203164 6.602834 0.0 0.0 0.0 0.223
H 0.104421 -0.315998 6.620102 0.2 0.1 0.1 0.217
H -1.408654 -3.129265 5.240978 0.3 0.6 -0.4 0.218
H -1.323910 -3.014110 2.539321 0.2 0.1 -0.1 0.208
H 4.144944 -2.060966 0.207330 -0.2 -0.5 -0.1 0.193
H 3.907582 -3.612376 1.081234 -0.1 0.1 -0.2 0.189
H 2.318139 -4.602866 -2.053441 0.2 0.2 0.2 0.222
H 2.914643 -2.979945 -2.391688 0.4 0.0 -0.5 0.226
H 3.935537 -4.103423 -1.418549 -0.3 0.0 -0.5 0.228
H 2.219072 -0.645768 -0.365038 0.4 1.2 0.1 0.253
H 1.052307 -1.787877 -1.615674 0.6 0.4 0.8 0.232
H 0.449572 -4.351543 -0.297076 0.4 0.1 0.1 0.168
H 1.825110 -5.243836 0.407554 0.4 0.2 -0.5 0.203
C 2.723479 0.049864 -1.089897 1.6 0.8 -2.6 -0.227
C 2.195570 1.464558 -1.174698 -0.6 0.6 0.3 0.062
C 0.809252 1.578961 -1.132096 0.0 0.0 -0.3 -0.243
C 0.176311 2.726108 -1.582137 -0.1 0.3 0.0 -0.198
C 0.921854 3.852130 -1.943299 0.2 -0.1 0.2 -0.218
C 2.318689 3.801933 -1.850638 0.1 -0.3 -0.1 -0.187
C 2.975219 2.606068 -1.494820 -0.4 -0.2 -0.1 -0.246
C 4.202062 0.061400 -0.831243 0.6 -0.8 -0.7 -0.038
C 4.884490 -0.495998 -1.923684 0.8 0.7 -0.1 0.019
C 6.270009 -0.478168 -2.007505 0.2 -0.2 0.2 -0.216
C 7.001527 0.039790 -0.945157 -0.4 0.0 0.5 -0.199
C 6.307948 0.541646 0.170064 0.3 0.0 0.0 -0.202
C 4.916326 0.587746 0.228144 -0.2 -0.2 0.1 -0.192
C 3.984762 -0.841683 -3.016947 -0.2 0.2 0.5 -0.125
C 2.684238 -0.505279 -2.607487 0.1 0.2 -0.3 0.108
C 1.663558 -0.608296 -3.571448 0.4 -0.7 0.2 -0.252
C 1.964083 -1.240028 -4.805150 0.0 0.3 0.1 -0.217
C 3.274420 -1.602654 -5.164009 0.0 0.2 0.4 -0.199
C 4.323177 -1.348131 -4.272414 -0.6 0.0 0.1 -0.192
H 0.237763 0.715490 -0.790832 -0.1 0.2 -0.2 0.218
H -0.905214 2.719426 -1.677005 0.1 0.2 0.2 0.219
H 0.419282 4.770302 -2.264483 0.2 -0.4 0.1 0.220
H 2.917723 4.683996 -2.126912 -0.3 -0.5 0.2 0.218
H 4.075613 2.572470 -1.524156 -0.7 -0.1 0.1 0.231
H 6.755694 -0.898919 -2.886922 0.0 0.2 0.2 0.212
H 8.092742 0.033657 -0.947842 -0.4 0.0 0.0 0.222
H 6.874919 0.890398 1.025665 0.0 0.1 -0.1 0.220
H 4.368676 0.999811 1.075562 0.3 -0.1 -0.1 0.239
H 0.638264 -0.289411 -3.367046 0.3 -0.1 0.0 0.228
H 1.157484 -1.421511 -5.527040 0.3 0.2 0.4 0.223
H 3.479042 -2.050043 -6.140800 -0.2 0.2 0.4 0.224
H 5.372261 -1.537931 -4.526897 -0.5 0.0 0.1 0.221
```
Positions in Å, forces in eV/Å.

Computed properties:
* HOMO energy: -6.700 eV
* LUMO energy: -1.102 eV
* maximum force: 6.99 eV Å⁻¹
* DFT total energy: -39375.3757 eV

---

# 2
The following is a DFT calculation (ωB97M-V/def2-TZVPD) of C29H27FN4O6 in the gas phase in a non-equilibrium geometry.

XYZ file:
```
67
Properties=species:S:1:pos:R:3:forces:R:3:nbo_charge:R:1
C 4.195182 1.091973 -0.163358 -0.1 0.2 0.0 -0.619
H 5.103163 1.506233 -0.592589 0.1 0.0 -0.1 0.220
H 3.811333 0.323276 -0.829341 0.0 -0.1 -0.1 0.212
H 4.440314 0.627963 0.788793 0.0 -0.1 0.1 0.219
C 3.165020 2.199412 0.045464 0.5 -0.1 -0.2 -0.204
N 1.933441 1.679042 0.608579 -0.1 0.2 0.3 -0.373
C 1.758652 1.748656 1.941417 -0.2 0.0 0.3 0.142
C 0.683107 1.271089 2.623385 0.0 -0.1 0.0 -0.322
C -0.394329 0.617403 1.909173 0.2 0.1 0.0 0.520
O -1.413153 0.159743 2.431302 -0.1 -0.1 -0.1 -0.639
C -0.172790 0.536420 0.464015 0.2 0.0 -0.3 -0.200
C -1.142220 -0.092352 -0.324345 0.1 0.0 -0.3 -0.195
C -0.982353 -0.209182 -1.674621 -0.2 0.0 0.3 0.328
C 0.147859 0.308247 -2.344402 0.0 0.1 0.4 0.233
C 1.108181 0.930674 -1.549614 0.0 0.0 -0.2 -0.360
C 0.976574 1.051474 -0.163610 -0.7 -0.4 0.0 0.273
H 1.969629 1.347231 -2.040444 0.1 0.0 -0.1 0.218
N 0.317438 0.134747 -3.699374 0.0 -0.2 -0.1 -0.452
C 1.620619 0.259863 -4.313662 0.1 -0.2 -0.2 -0.226
H 2.392779 -0.029921 -3.600871 0.0 0.0 0.0 0.214
C 1.692332 -0.691075 -5.513958 0.5 0.2 0.0 -0.230
N 0.622451 -0.421553 -6.449755 0.1 -0.2 0.1 -0.422
C 0.930998 0.207006 -7.614242 0.1 -0.3 0.2 0.630
O 2.085100 0.506783 -7.886780 -0.1 0.2 -0.2 -0.624
C -0.125167 0.496963 -8.599034 0.4 0.8 -1.0 0.144
C 0.025070 1.284117 -9.714574 0.1 -0.4 0.8 -0.221
C -1.203348 1.239257 -10.405071 -0.4 -0.3 0.2 -0.319
C -2.011759 0.424231 -9.672261 0.0 0.4 -0.7 0.113
O -1.375720 -0.027131 -8.582350 0.0 -0.3 0.3 -0.401
H -3.023383 0.098391 -9.815625 -0.1 -0.1 0.1 0.207
H -1.449812 1.738581 -11.319027 -0.1 0.1 -0.2 0.234
H 0.912378 1.817346 -9.985265 0.2 0.1 0.0 0.246
C -0.672543 -0.544549 -5.824989 -0.5 0.3 0.2 -0.230
H -1.471158 -0.328356 -6.527922 0.1 -0.1 0.1 0.241
H -0.789070 -1.571389 -5.462306 0.0 0.1 0.0 0.203
C -0.749728 0.420336 -4.636641 -0.3 -0.1 -0.2 -0.223
H -1.720563 0.330975 -4.157171 0.1 0.0 0.0 0.234
H -0.641719 1.451587 -5.011911 0.0 -0.1 0.0 0.178
H 2.640513 -0.562600 -6.037959 -0.1 -0.1 0.1 0.254
H 1.595870 -1.724070 -5.165356 0.0 0.1 0.0 0.198
H 1.809115 1.288066 -4.657776 0.1 0.0 0.1 0.187
F -1.931543 -0.878763 -2.375876 0.2 0.1 0.0 -0.329
H -2.011940 -0.503615 0.164177 -0.1 -0.1 0.0 0.259
C 0.707944 1.463450 4.105385 -0.1 0.0 -0.1 0.671
O 1.669756 1.972760 4.663036 0.3 0.1 0.1 -0.666
N -0.397986 1.050612 4.744972 -0.3 -0.1 0.1 -0.611
H -1.122404 0.596870 4.191049 0.2 0.1 -0.1 0.442
C -0.524754 1.097296 6.178288 0.3 0.3 0.2 -0.247
C -0.680067 -0.269964 6.796111 0.0 -0.1 -0.1 -0.029
C -0.050217 -1.370514 6.235845 0.0 0.2 0.0 -0.212
C -0.159954 -2.644237 6.787679 -0.2 -0.2 0.3 -0.248
C -0.919040 -2.769120 7.924499 -0.2 0.5 0.1 0.210
C -1.553376 -1.666609 8.497593 0.3 -0.4 -0.3 0.296
C -1.453332 -0.411599 7.952243 0.0 -0.2 0.2 -0.275
H -1.950914 0.430688 8.403751 -0.1 0.1 0.1 0.221
O -2.239845 -2.066931 9.615169 0.0 0.5 -0.2 -0.492
C -2.015770 -3.455370 9.728690 -0.5 -0.8 0.9 0.238
O -1.192098 -3.889041 8.668981 0.3 0.0 -0.4 -0.479
H -2.979588 -3.988588 9.688863 0.2 0.2 -0.1 0.155
H -1.523267 -3.671555 10.690930 -0.1 0.1 -0.2 0.155
H 0.328762 -3.496312 6.346365 0.1 -0.1 -0.1 0.226
H 0.545183 -1.237247 5.345964 0.0 0.0 -0.1 0.220
H 0.389344 1.574063 6.553274 -0.2 0.0 0.0 0.245
H -1.380278 1.724457 6.453056 0.1 0.0 0.0 0.197
H 2.539968 2.231558 2.514101 0.0 0.0 0.0 0.242
H 3.563779 2.939174 0.742631 -0.1 0.0 -0.1 0.217
H 2.949041 2.713367 -0.893688 0.0 0.0 0.1 0.205
```
Positions in Å, forces in eV/Å.

Computed properties:
* HOMO energy: -7.808 eV
* LUMO energy: 0.236 eV
* structure (SMILES): CCn1cc(C(=O)NCc2ccc3c(c2)OCO3)c(=O)c2cc(F)c(N3CCN(C(=O)c4ccco4)CC3)cc21
* maximum force: 1.34 eV Å⁻¹
* DFT total energy: -51474.4435 eV

---

# 3
The following is a DFT calculation (ωB97M-V/def2-TZVPD) of a molecular structure, C29H27GeN3O2RuSe in a non-equilibrium geometry.

XYZ file:
```
64
Properties=species:S:1:pos:R:3:forces:R:3:mulliken_spin:R:1
Ru 12.992956 10.981421 8.646881 -0.4 0.1 0.1 2.399
C 17.023047 11.735845 9.552675 -0.1 1.6 -0.4 0.003
C 15.563225 11.512020 9.729507 -0.3 -1.2 0.5 0.086
O 14.782811 11.823321 8.747141 1.2 0.1 0.6 0.054
C 15.176953 10.928162 10.991224 0.2 0.7 -0.7 0.192
C 13.903223 10.755688 11.509197 -0.2 -0.1 1.1 -0.108
C 13.700453 10.361511 12.966218 -1.1 -0.1 -0.9 0.016
N 12.823276 10.983837 10.727167 0.8 -0.1 -1.0 0.188
N 11.614763 11.046966 11.237671 -0.1 -0.4 0.0 0.299
C 10.715440 10.904011 10.236922 -1.1 0.5 0.6 0.011
O 11.052013 10.767769 9.014584 0.0 -0.3 -0.5 0.107
C 9.277275 10.893133 10.547135 1.3 -0.4 -0.4 0.048
C 8.757374 11.584934 11.627494 -0.7 -0.1 -0.5 0.031
C 7.401791 11.493549 11.878233 0.1 0.8 0.7 -0.013
C 6.591776 10.679699 11.117492 -0.8 -0.2 0.2 0.035
C 7.147124 9.971977 10.052252 -1.5 -0.7 -0.8 -0.012
C 8.480861 10.091513 9.726324 -0.3 -0.3 0.3 0.023
H 17.657970 10.955628 9.920250 0.0 -0.9 0.0 0.003
H 17.237804 12.528474 10.299356 0.2 0.2 -0.7 0.014
H 17.291171 12.025687 8.506779 -0.2 -0.1 1.0 -0.003
H 16.019782 10.779984 11.662891 -0.3 -0.2 -0.1 0.007
H 14.638505 10.379022 13.480896 0.3 0.1 0.4 0.000
H 13.212234 9.367843 13.095716 0.5 0.5 -0.4 -0.004
H 12.958175 11.055424 13.378084 0.4 0.0 0.2 -0.002
H 9.337904 12.263996 12.198368 0.7 0.3 0.5 0.003
H 7.005873 12.122792 12.677545 -0.1 -0.4 -0.2 0.000
H 5.518101 10.589901 11.393593 0.9 0.0 -0.5 0.001
H 6.456249 9.329462 9.446325 0.9 0.6 0.6 0.000
H 8.909257 9.481501 8.930467 -0.1 0.4 0.2 0.003
Ge 14.228290 14.888399 7.771928 -0.2 0.4 0.4 0.000
C 15.780851 14.822037 6.758803 0.7 -0.2 0.3 0.001
C 17.002181 14.672317 7.472219 -0.6 -0.2 -0.6 -0.001
C 18.140612 14.414750 6.763457 0.1 0.3 -1.7 -0.002
C 18.153604 14.413191 5.338962 -0.9 -0.4 2.2 0.001
C 16.968235 14.598738 4.669710 -0.1 0.5 0.1 0.000
C 15.785077 14.783049 5.369261 -1.0 0.0 -0.5 0.002
C 12.514001 14.282336 7.354428 -0.6 -1.1 -0.7 0.035
C 11.500034 14.338319 8.358637 0.7 -0.1 -1.9 -0.001
C 10.276857 13.770279 8.080586 0.1 -0.6 -1.2 0.003
C 10.021847 13.160395 6.834988 0.7 0.3 0.4 -0.020
C 11.009134 13.091748 5.853345 0.0 0.4 0.9 0.014
C 12.269389 13.597259 6.117977 -0.3 0.9 1.0 -0.021
H 14.351130 15.542433 9.151226 0.0 -0.2 0.0 0.000
H 17.053936 14.673102 8.546064 -0.2 0.2 0.3 0.001
H 19.069901 14.273356 7.243781 0.8 -0.2 0.7 0.000
H 19.061830 14.157393 4.857875 0.7 0.1 -0.6 0.000
H 16.978460 14.705232 3.614939 -0.1 -0.2 -0.9 0.000
H 14.828214 14.912198 4.819419 0.9 -0.1 0.3 0.000
H 11.732553 14.894973 9.227198 -0.2 0.3 1.1 -0.002
H 9.481832 13.730010 8.769645 -0.7 0.3 1.0 0.002
H 9.061323 12.701471 6.645110 -0.1 0.1 0.1 -0.004
H 10.797536 12.626307 4.922513 -0.1 -0.3 -0.7 0.010
H 13.033768 13.478780 5.371856 0.3 0.1 -0.1 0.007
Se 13.147624 10.532773 6.299223 -0.2 0.2 0.1 0.477
C 13.204920 8.865017 7.207615 -0.8 -0.6 -0.2 0.035
C 12.034265 8.122039 7.434178 -1.5 1.7 -1.4 0.042
C 12.087778 7.029263 8.241910 -0.6 -0.7 0.9 -0.003
N 13.216014 6.660476 8.819024 0.5 -1.1 0.7 0.043
C 14.348034 7.285617 8.557129 -0.3 -0.2 0.3 -0.004
C 14.384810 8.407561 7.756850 0.3 -0.1 0.0 0.017
H 11.059583 8.467837 6.983845 1.2 -0.5 0.5 -0.003
H 11.188733 6.449208 8.537398 0.6 0.4 -0.5 0.000
H 15.249722 6.909691 9.026889 0.0 -0.1 0.0 -0.001
H 15.321005 8.851427 7.522887 0.6 0.5 -0.1 -0.011
```
Positions in Å, forces in eV/Å.

Computed properties:
* HOMO energy (spin up / spin down): -13.775 / -14.265 eV
* total charge: +2
* LUMO energy (spin up / spin down): -7.350 / -8.187 eV
* multiplicity: 5
* maximum force: 2.66 eV Å⁻¹
* DFT total energy: -163501.9177 eV

---

# 4
The following is a DFT calculation (ωB97M-V/def2-TZVPD) of a molecular structure, C29H27IN4O3OsS2.

XYZ file:
```
67
Properties=species:S:1:pos:R:3:forces:R:3:nbo_charge:R:1
Os 0.021345 0.172857 0.048069 -0.3 0.1 0.6 1.313
C 4.258998 2.161677 2.949549 0.0 0.0 0.0 -0.624
C 4.538371 0.818708 2.293349 -0.1 -0.1 0.0 -0.224
N 3.483608 -0.166433 2.570100 0.0 0.1 0.0 -0.530
C 2.335148 -0.280939 1.926214 -0.1 -0.3 0.4 0.331
S 2.128587 0.638538 0.403143 0.0 -0.2 -0.4 0.192
N 1.414717 -1.101865 2.370715 0.1 0.3 -0.3 -0.367
N 0.296049 -1.093092 1.603761 -0.1 -0.1 0.1 -0.225
C -0.691443 -1.874843 1.918151 0.0 0.0 -0.1 0.275
C -0.729368 -2.729719 3.132303 0.0 -0.1 0.0 -0.689
C -1.772389 -1.897020 0.921184 0.1 0.0 0.1 0.177
C -2.916018 -2.658783 1.062627 0.0 0.0 0.0 -0.202
C -3.865180 -2.649577 0.048652 0.0 0.0 0.0 -0.084
C -3.643215 -1.891777 -1.091025 0.0 0.0 0.0 -0.228
C -2.478785 -1.156382 -1.182618 0.0 -0.1 -0.1 0.092
N -1.569718 -1.147824 -0.198364 0.2 -0.2 0.0 -0.492
H 5.002338 2.891354 2.630184 0.0 0.0 0.0 0.238
H 4.304144 2.084734 4.035480 0.0 0.0 0.0 0.227
H 3.269437 2.533179 2.676770 0.0 0.0 0.0 0.212
H 5.465353 0.380884 2.657067 0.0 0.0 0.0 0.234
H 4.639242 0.915879 1.212904 0.0 0.0 0.0 0.211
H 3.537123 -0.689176 3.434427 0.0 0.0 0.0 0.431
H 0.115932 -2.517284 3.776415 0.0 0.0 0.0 0.280
H -0.707613 -3.786899 2.857139 0.0 0.0 0.0 0.260
H -1.655308 -2.547826 3.681307 0.0 0.0 0.0 0.251
H -3.061102 -3.254291 1.951897 0.0 0.0 0.0 0.258
H -4.767410 -3.238289 0.147709 0.0 0.0 0.0 0.258
H -4.355061 -1.868361 -1.903323 0.0 0.0 0.0 0.262
H -2.250647 -0.562650 -2.056857 0.0 0.0 0.0 0.228
I -5.743065 4.814992 4.848127 -0.1 0.0 0.0 0.239
C -4.127427 3.815887 4.021419 0.1 0.0 0.0 -0.131
C -2.835698 4.136343 4.426824 0.0 0.0 0.0 -0.242
C -1.757519 3.463164 3.880508 0.0 0.0 0.1 -0.144
C -1.968016 2.483528 2.914549 0.1 0.0 0.0 -0.156
C -3.261825 2.171569 2.504245 0.0 0.0 -0.1 -0.171
C -4.342925 2.828278 3.064448 0.0 0.0 0.0 -0.253
C -0.786171 1.788222 2.372890 -0.2 -0.2 -0.1 0.771
O 0.285175 1.652310 2.883277 0.1 0.1 0.0 -0.558
O -1.031413 1.298968 1.097892 0.0 0.4 0.0 -0.621
H -2.674328 4.904774 5.169966 0.0 0.0 0.0 0.245
H -0.749516 3.692927 4.199325 0.0 0.0 0.0 0.241
H -3.426028 1.412938 1.748794 0.0 0.0 0.0 0.214
H -5.350515 2.580137 2.760555 0.0 0.0 0.0 0.238
O -0.176800 1.490990 -1.513890 0.2 0.0 -0.5 -0.972
S -1.444396 2.196013 -2.075462 -0.1 -0.1 0.2 1.247
C -0.975776 2.577511 -3.741758 0.0 0.0 0.0 -0.195
C 0.248318 2.185406 -4.255774 0.0 0.0 0.0 -0.238
C 0.528637 2.488469 -5.582274 0.0 0.0 0.0 -0.175
C -0.404071 3.158017 -6.359615 0.0 0.0 0.0 -0.168
C -1.628589 3.539131 -5.822472 0.0 0.0 0.0 -0.184
C -1.927561 3.245016 -4.503641 0.0 0.0 0.0 -0.221
C -1.466285 3.764799 -1.280993 0.0 0.1 0.0 -0.320
C -0.296805 4.508726 -1.157483 0.0 0.0 0.0 -0.137
C -0.365025 5.733208 -0.521050 0.0 0.0 0.0 -0.206
C -1.584052 6.200003 -0.031889 0.0 0.0 0.0 -0.153
C -2.739267 5.446106 -0.164080 0.0 0.0 0.0 -0.199
C -2.685877 4.206229 -0.788638 0.0 0.0 0.1 -0.181
H 0.968870 1.667608 -3.639265 0.0 0.0 0.0 0.238
H 1.480775 2.199366 -6.005833 0.0 0.0 0.0 0.237
H -0.179655 3.383317 -7.393324 0.0 0.0 0.0 0.241
H -2.351146 4.064503 -6.431616 0.0 0.0 0.0 0.241
H -2.877868 3.545394 -4.077330 0.0 0.0 0.0 0.230
H 0.638627 4.136543 -1.556356 0.0 0.0 0.0 0.229
H 0.527314 6.334556 -0.412492 0.0 0.0 0.0 0.239
H -1.627732 7.164668 0.455893 0.0 0.0 0.0 0.240
H -3.679102 5.814954 0.223266 0.0 0.0 0.0 0.241
H -3.576349 3.597116 -0.886070 0.0 0.0 0.0 0.231
```
Positions in Å, forces in eV/Å.

Computed properties:
* HOMO energy (spin up / spin down): -13.072 / -13.076 eV
* total charge: +2
* LUMO energy (spin up / spin down): -8.086 / -8.119 eV
* maximum force: 0.67 eV Å⁻¹
* DFT total energy: -74837.9860 eV

---

Q: Which value of maximum force does entry 3 give?
A: 2.66 eV Å⁻¹

---

Q: Which of these has the highest DFT total energy?
A: C29H27BO4

---

Q: Which of these has the highest DFT total energy?
A: C29H27BO4

---

Q: Which of these has the lowest maximum force?
A: C29H27IN4O3OsS2